Entry 1:
This record from the Open Molecules 2025 dataset describes an isolated ion of composition C8H12NO3S and charge +1. The level of theory is the ωB97M-V functional and the def2-TZVPD basis.

```
25
C8H12NO3S the ωB97M-V functional and the def2-TZVPD basis
C -2.430 -0.843 -1.949
C 0.127 2.023 2.890
C -2.122 0.312 -1.072
C -1.360 -1.936 -1.725
C -0.592 1.728 1.672
C -0.762 0.074 -0.610
C 0.876 -0.755 -2.332
C 1.794 1.180 4.302
N -0.134 -1.106 -1.279
O -3.353 -1.000 -2.705
O 0.156 3.117 3.423
O 1.014 1.095 3.182
S 0.005 0.400 0.839
H -2.227 1.184 -1.687
H -2.953 0.548 -0.315
H -1.723 -2.643 -0.959
H -1.135 -2.435 -2.706
H -1.444 2.380 1.408
H 1.509 0.131 -2.070
H 1.599 -1.668 -2.238
H 0.373 -0.767 -3.329
H 2.777 0.830 4.108
H 1.324 0.597 5.062
H 1.871 2.213 4.402
H 0.357 -1.556 -0.454
```

## Properties
Net charge: +1
Energy above the lowest of the compared OMol25 structures with the same formula, charge and spin (kcal/mol): 0.0
HOMO (alpha / beta) (eV): -12.40 / -12.42
Maximum force (eV/Å): 4.019

Löwdin population analysis, charges in e, atoms 1 to 6:
1 C -0.372
2 C -0.610
3 C -0.103
4 C 0.029
5 C -0.236
6 C -0.518



Entry 2:
This record from the Open Molecules 2025 dataset describes an isolated ion of composition C8H12NOS and charge +1. The level of theory is the ωB97M-V functional and the def2-TZVPD basis.

```
23
C8H12NOS the ωB97M-V functional and the def2-TZVPD basis
C 2.681 0.584 -1.846
C 1.315 0.149 -1.687
C 2.892 1.853 -1.394
C 0.474 1.064 -1.153
C -0.804 0.578 1.453
C -1.350 -1.060 -0.322
C -0.882 1.162 -0.673
C -0.906 -1.809 2.021
N -1.446 -0.646 1.237
O -1.799 0.123 -0.926
S 1.445 2.623 -0.907
H 3.339 -0.161 -2.265
H 0.990 -0.830 -2.199
H 3.691 2.566 -1.500
H 0.187 0.448 1.715
H -1.294 1.224 2.075
H -0.337 -1.349 -0.442
H -2.061 -1.834 -0.535
H -1.349 2.207 -0.600
H 0.174 -1.898 1.821
H -1.144 -1.722 3.094
H -1.363 -2.655 1.545
H -2.453 -0.616 1.490
```

## Properties
Net charge: +1
Energy above the lowest of the compared OMol25 structures with the same formula, charge and spin (kcal/mol): 47.0
HOMO (eV): -11.95
Maximum force (eV/Å): 4.111

Löwdin population analysis, charges in e, atoms 1 to 6:
1 C -0.159
2 C -0.139
3 C -0.396
4 C -0.459
5 C 0.028
6 C -0.056



Entry 3:
This record from the Open Molecules 2025 dataset describes a single C8H12NP molecule. The level of theory is the ωB97M-V functional and the def2-TZVPD basis.

```
22
C8H12NP the ωB97M-V functional and the def2-TZVPD basis
P -3.194 0.928 -0.201
C -1.661 0.040 0.501
C -1.486 -1.193 0.020
C -0.284 -2.027 0.308
N 0.789 -1.622 -0.608
C 1.203 -0.311 -0.495
C 0.673 0.750 -1.185
C 1.437 1.902 -0.848
C 2.237 1.685 0.203
C 2.145 0.150 0.549
H -3.420 1.566 1.080
H -4.070 -0.249 0.193
H -0.990 0.383 1.307
H -2.144 -1.481 -0.802
H -0.556 -3.082 0.288
H 0.015 -1.838 1.382
H 0.333 -1.760 -1.475
H -0.178 0.844 -1.872
H 1.359 2.973 -1.239
H 2.876 2.449 0.702
H 3.127 -0.317 0.596
H 1.789 0.209 1.597
```

## Properties
Net charge: 0
Energy above the lowest of the compared OMol25 structures with the same formula, charge and spin (kcal/mol): 46.6
HOMO (eV): -7.83
Structure (SMILES): P/C=C/CNC1=CC=CC1
Maximum force (eV/Å): 3.692

Löwdin population analysis, charges in e, atoms 1 to 6:
1 P 0.747
2 C -0.426
3 C -0.269
4 C -0.218
5 N 0.016
6 C -0.335



What did the second record say?
This record from the Open Molecules 2025 dataset describes an isolated ion of composition C8H12NOS and charge +1. The level of theory is the ωB97M-V functional and the def2-TZVPD basis.

```
23
C8H12NOS the ωB97M-V functional and the def2-TZVPD basis
C 2.681 0.584 -1.846
C 1.315 0.149 -1.687
C 2.892 1.853 -1.394
C 0.474 1.064 -1.153
C -0.804 0.578 1.453
C -1.350 -1.060 -0.322
C -0.882 1.162 -0.673
C -0.906 -1.809 2.021
N -1.446 -0.646 1.237
O -1.799 0.123 -0.926
S 1.445 2.623 -0.907
H 3.339 -0.161 -2.265
H 0.990 -0.830 -2.199
H 3.691 2.566 -1.500
H 0.187 0.448 1.715
H -1.294 1.224 2.075
H -0.337 -1.349 -0.442
H -2.061 -1.834 -0.535
H -1.349 2.207 -0.600
H 0.174 -1.898 1.821
H -1.144 -1.722 3.094
H -1.363 -2.655 1.545
H -2.453 -0.616 1.490
```

## Properties
Net charge: +1
Energy above the lowest of the compared OMol25 structures with the same formula, charge and spin (kcal/mol): 47.0
HOMO (eV): -11.95
Maximum force (eV/Å): 4.111

Löwdin population analysis, charges in e, atoms 1 to 6:
1 C -0.159
2 C -0.139
3 C -0.396
4 C -0.459
5 C 0.028
6 C -0.056